Here is a cluster of 2 separate species, C5H8N2 in total at a distorted geometry from the OMol25 dataset. Energies are from ωB97M-V/def2-TZVPD.

Structure (XYZ):
```
15
Properties=species:S:1:pos:R:3:mulliken_charge:R:1
N 2.503 -2.765 -0.547 -0.4139
N 2.657 -1.281 -2.409 -0.5370
C -0.876 0.868 -0.112 -0.1605
C -0.344 -0.391 -0.760 -0.4867
C 2.550 -2.205 -1.583 0.4216
C 0.570 0.484 -0.256 -0.5222
C -1.615 0.827 1.196 -1.0068
H 2.019 -0.916 -3.108 0.2665
H -1.452 1.850 1.440 0.2871
H 2.999 -3.662 -0.195 0.2857
H -0.837 -1.126 -1.290 0.4756
H -1.088 0.121 1.948 0.2917
H -2.675 0.656 1.051 0.3013
H -1.121 1.651 -0.810 0.3560
H 1.464 0.884 0.084 0.4416
```

Output
Lowest unoccupied orbital energy in eV: 0.96
Charge: 0
HOMO-LUMO gap in hartree: 0.367
Highest occupied orbital energy in eV: -9.03
SMILES: CC1C=C1.N=C=N
E_tot in a.u.: -304.66010

---

Here is the molecule C5H8N2 from the OMol25 dataset. Energies are from ωB97M-V/def2-TZVPD.

Structure (XYZ):
```
15
Properties=species:S:1:pos:R:3:mulliken_charge:R:1
N 0.411 -0.589 -1.208 -0.3846
N 1.603 1.194 0.615 -0.5284
C 0.133 1.423 0.278 -0.6382
C -0.530 0.186 -0.372 0.3523
C 1.495 -1.044 -0.361 -0.5772
C -1.239 -0.741 0.630 -1.4426
C 1.847 0.014 0.366 0.4981
H -0.703 -0.839 1.581 0.3000
H -1.283 0.628 -1.033 0.3798
H -2.239 -0.355 0.850 0.3976
H -1.349 -1.743 0.200 0.3871
H -0.494 1.824 1.080 0.3464
H 0.237 2.205 -0.481 0.3208
H 1.638 -2.094 -0.159 0.3301
H 0.697 -0.057 -2.025 0.2588
```

Output
Lowest unoccupied orbital energy in eV: 0.28
Charge: 0
HOMO-LUMO gap in hartree: 0.317
Highest occupied orbital energy in eV: -8.34
SMILES: C[C@H]1CN=C=CN1
E_tot in a.u.: -304.71353

---

Here is the molecule C5H8N2 from the OMol25 dataset. Energies are from ωB97M-V/def2-TZVPD.

Structure (XYZ):
```
15
Properties=species:S:1:pos:R:3:mulliken_charge:R:1
N 0.486 1.443 -0.509 -0.6332
N 0.771 -0.460 0.594 0.0986
C -0.727 0.791 -0.432 0.4130
C 1.424 -1.719 0.908 -0.7974
C -1.934 1.364 -1.112 -1.0434
C 1.344 0.670 0.110 -0.1177
C -0.566 -0.371 0.277 -0.3432
H 2.388 0.889 0.286 0.3917
H 2.204 -1.579 1.657 0.2849
H -2.778 0.667 -1.109 0.2941
H -1.218 -1.011 0.844 0.3248
H -1.690 1.589 -2.158 0.2739
H 0.677 -2.423 1.288 0.2992
H -2.244 2.304 -0.646 0.2549
H 1.863 -2.153 0.002 0.2999
```

Output
Lowest unoccupied orbital energy in eV: 0.91
Charge: 0
HOMO-LUMO gap in hartree: 0.345
Highest occupied orbital energy in eV: -8.48
SMILES: Cc1cn(C)cn1
E_tot in a.u.: -304.82465

---

Here is the molecule C5H8N2 at a distorted geometry from the OMol25 dataset. Energies are from ωB97M-V/def2-TZVPD.

Structure (XYZ):
```
15
Properties=species:S:1:pos:R:3:mulliken_charge:R:1
N -2.284 1.143 1.772 -0.4463
N 0.870 -0.628 1.257 -0.4984
C -0.216 1.047 -1.154 -1.4528
C -0.139 -0.391 -0.648 0.3037
C -1.476 0.402 1.401 -0.0019
C 1.271 -0.794 -0.160 -0.7295
C -0.547 -0.581 0.838 0.1778
H 2.094 -0.167 -0.520 0.3414
H 0.577 1.660 -0.709 0.3371
H 1.216 0.200 1.720 0.3128
H -0.095 1.086 -2.241 0.3597
H 1.524 -1.843 -0.340 0.2489
H -0.638 -1.083 -1.335 0.4148
H -1.172 1.517 -0.903 0.3738
H -0.986 -1.568 1.022 0.2590
```

Output
Lowest unoccupied orbital energy in eV: 0.91
Charge: 0
HOMO-LUMO gap in hartree: 0.381
Highest occupied orbital energy in eV: -9.47
SMILES: C[C@H]1CN[C@H]1C#N
E_tot in a.u.: -304.78068

---

Here is a cluster of 2 separate species, C5H8N2 in total at a distorted geometry from the OMol25 dataset. Energies are from ωB97M-V/def2-TZVPD.

Structure (XYZ):
```
15
Properties=species:S:1:pos:R:3:mulliken_charge:R:1
N -0.365 -0.883 -1.590 -0.3993
N 2.869 -1.367 -0.547 -0.4427
C 1.206 1.458 0.751 -1.2644
C 2.031 -0.581 -0.335 -0.0123
C -1.864 -0.248 1.145 -1.2515
C -0.195 0.202 -0.843 -0.4200
C 0.974 0.365 -0.079 1.0403
H 2.101 1.471 1.329 0.3213
H -1.531 -1.204 0.876 0.3919
H -1.531 0.232 2.014 0.3595
H -1.132 -1.117 -2.221 0.2090
H -2.627 0.180 0.702 0.4791
H 0.441 -1.663 -1.591 0.2302
H -0.926 0.914 -0.400 0.3814
H 0.551 2.241 0.791 0.3775
```

Output
Lowest unoccupied orbital energy (spin up / spin down) in eV: 0.16 / 0.02
Charge: 0
HOMO-LUMO gap (spin up / spin down) in hartree: 0.318 / 0.253
Highest occupied orbital energy (spin up / spin down) in eV: -8.49 / -6.87
E_tot in a.u.: -304.64734

---

Here is the molecule C5H8N2 from the OMol25 dataset. Energies are from ωB97M-V/def2-TZVPD.

Structure (XYZ):
```
15
Properties=species:S:1:pos:R:3:mulliken_charge:R:1
N -2.666 -0.214 -0.637 -0.5605
N 0.483 1.048 0.560 -0.0195
C 2.331 -0.537 -0.016 -1.1511
C -1.351 0.052 -0.202 0.9313
C -0.885 1.190 0.411 -0.8958
C 0.887 -0.157 0.062 0.1973
C -0.231 -0.805 -0.410 -0.7478
H 2.462 -1.615 0.114 0.3078
H -1.402 2.076 0.749 0.3530
H -3.351 0.356 -0.157 0.2346
H 2.754 -0.268 -0.991 0.2386
H -0.246 -1.782 -0.878 0.3409
H -2.910 -1.189 -0.518 0.2531
H 1.094 1.737 0.966 0.1860
H 2.925 -0.033 0.754 0.3322
```

Output
Lowest unoccupied orbital energy in eV: 1.08
Charge: 0
HOMO-LUMO gap in hartree: 0.310
Highest occupied orbital energy in eV: -7.35
SMILES: Cc1cc(N)c[nH]1
E_tot in a.u.: -304.82973

---

Here is the molecule C5H8N2 from the OMol25 dataset. Energies are from ωB97M-V/def2-TZVPD.

Structure (XYZ):
```
15
Properties=species:S:1:pos:R:3:mulliken_charge:R:1
N 0.606 0.586 -1.303 0.0340
N -0.959 2.375 -0.999 -0.5902
C 0.257 -0.792 0.406 0.9074
C 0.371 -1.945 1.362 -1.1584
C -0.641 0.311 0.502 -0.7147
C -0.403 1.145 -0.567 0.0368
C 1.011 -0.588 -0.726 -0.8589
H -1.384 0.474 1.275 0.3593
H -1.947 2.282 -1.211 0.2635
H 1.254 -1.857 2.007 0.2469
H -0.508 -1.995 2.012 0.3053
H 0.447 -2.899 0.830 0.3135
H 1.808 -1.182 -1.153 0.3831
H 0.956 0.998 -2.153 0.2058
H -0.868 3.087 -0.282 0.2667
```

Output
Lowest unoccupied orbital energy in eV: 1.05
Charge: 0
HOMO-LUMO gap in hartree: 0.329
Highest occupied orbital energy in eV: -7.90
SMILES: Cc1c[nH]c(N)c1
E_tot in a.u.: -304.83156

---

Here is the molecule C5H8N2 from the OMol25 dataset. Energies are from ωB97M-V/def2-TZVPD.

Structure (XYZ):
```
15
Properties=species:S:1:pos:R:3:mulliken_charge:R:1
N -1.230 -0.508 -0.288 0.1502
N 0.402 -0.467 1.173 -0.3729
C -0.795 -1.199 0.808 -0.5336
C -2.340 0.206 -0.289 -0.4155
C 2.307 0.452 -0.173 -1.0416
C 0.921 -0.077 -0.110 0.4560
C -0.038 -0.183 -1.035 -0.5169
H 3.023 -0.304 0.165 0.2649
H -2.907 0.191 0.633 0.2159
H -0.029 0.447 1.456 0.2865
H -0.061 0.008 -2.099 0.3679
H -2.683 0.720 -1.171 0.2692
H -1.529 -1.380 1.588 0.2957
H 2.573 0.792 -1.176 0.3126
H 2.386 1.301 0.518 0.2616
```

Output
Lowest unoccupied orbital energy (spin up / spin down) in eV: 0.78 / 0.91
Charge: 0
HOMO-LUMO gap (spin up / spin down) in hartree: 0.280 / 0.296
Highest occupied orbital energy (spin up / spin down) in eV: -6.82 / -7.14
E_tot in a.u.: -304.67853

---

Here is the molecule C5H8N2 from the OMol25 dataset. Energies are from ωB97M-V/def2-TZVPD.

Structure (XYZ):
```
15
Properties=species:S:1:pos:R:3:mulliken_charge:R:1
N 1.647 -0.689 -2.085 -0.5668
N 0.349 -0.212 1.241 -0.1253
C 1.376 -0.584 0.388 -0.8860
C 0.929 -0.435 -0.899 0.9064
C -1.934 0.773 1.180 -1.1101
C -0.756 0.139 0.504 0.1170
C -0.429 0.021 -0.825 -0.6452
H 2.352 -0.848 0.770 0.3792
H -2.892 0.485 0.735 0.3233
H -1.963 0.525 2.247 0.3134
H -1.830 1.862 1.110 0.2268
H 0.224 -0.645 2.139 0.2609
H -1.057 0.279 -1.672 0.3264
H 2.642 -0.520 -1.990 0.2347
H 1.299 -0.155 -2.871 0.2454
```

Output
Lowest unoccupied orbital energy in eV: 1.09
Charge: 0
HOMO-LUMO gap in hartree: 0.311
Highest occupied orbital energy in eV: -7.38
SMILES: Cc1cc(N)c[nH]1
E_tot in a.u.: -304.82488

---

Here is the molecule C5H8N2 from the OMol25 dataset. Energies are from ωB97M-V/def2-TZVPD.

Structure (XYZ):
```
15
Properties=species:S:1:pos:R:3:mulliken_charge:R:1
N -1.986 1.403 -1.069 -0.6266
N 0.452 1.620 1.338 -0.6172
C -0.172 0.529 0.640 0.2771
C 1.332 -1.506 0.226 -0.6960
C -1.154 0.702 -0.506 0.2790
C -1.090 -0.611 -1.212 -0.5581
C 0.791 -0.344 -0.163 -0.2828
H 0.851 2.281 0.680 0.2597
H -0.699 -0.100 1.374 0.2656
H -1.629 -1.424 -0.721 0.2787
H -0.241 2.118 1.885 0.2761
H 1.236 0.181 -1.011 0.3102
H 2.213 -1.902 -0.270 0.2604
H 0.946 -2.058 1.078 0.2499
H -0.909 -0.754 -2.269 0.3239
```

Output
Lowest unoccupied orbital energy (spin up / spin down) in eV: -0.15 / -0.01
Charge: 0
HOMO-LUMO gap (spin up / spin down) in hartree: 0.310 / 0.290
Highest occupied orbital energy (spin up / spin down) in eV: -8.58 / -7.90
E_tot in a.u.: -304.64681

---

Here is the molecule C5H8N2 from the OMol25 dataset. Energies are from ωB97M-V/def2-TZVPD.

Structure (XYZ):
```
15
Properties=species:S:1:pos:R:3:mulliken_charge:R:1
N -0.330 -0.697 -0.057 0.6931
N 0.178 -1.656 0.742 -0.9229
C 1.087 -1.057 1.485 -0.4573
C -0.058 1.862 -0.440 -1.2163
C -1.205 -1.221 -1.095 -0.8179
C 0.244 0.524 0.180 0.5070
C 1.178 0.309 1.173 -0.3971
H 0.186 2.629 0.305 0.3406
H 0.562 2.074 -1.318 0.2547
H -2.266 -1.123 -0.848 0.2562
H -0.963 -2.285 -1.135 0.3215
H -1.106 2.007 -0.715 0.3258
H -0.996 -0.776 -2.070 0.3262
H 1.648 -1.642 2.200 0.4307
H 1.840 1.053 1.595 0.3556
```

Output
Lowest unoccupied orbital energy in eV: 0.99
Charge: 0
HOMO-LUMO gap in hartree: 0.364
Highest occupied orbital energy in eV: -8.92
SMILES: Cc1ccnn1C
E_tot in a.u.: -304.81096

---

Here is the molecule C5H8N2 at a distorted geometry from the OMol25 dataset. Energies are from ωB97M-V/def2-TZVPD.

Structure (XYZ):
```
15
Properties=species:S:1:pos:R:3:mulliken_charge:R:1
N -0.891 0.402 -1.025 -0.0751
N -1.871 -0.308 -0.314 -0.5120
C 1.866 -1.680 -0.199 -0.0481
C 0.559 1.486 0.745 -1.1852
C -1.619 -1.354 0.421 -0.2757
C 0.516 0.638 -0.566 0.2090
C 1.261 -0.619 -0.372 -0.6688
H -1.285 1.304 -1.394 0.2758
H -2.568 -1.708 0.858 0.2565
H -0.086 2.350 0.734 0.3593
H 2.285 -2.651 -0.256 0.4419
H 0.997 1.317 -1.389 0.2868
H 1.463 2.028 0.752 0.4013
H 0.143 0.753 1.453 0.2999
H -0.769 -1.958 0.553 0.2342
```

Output
Lowest unoccupied orbital energy in eV: 0.91
Charge: 0
HOMO-LUMO gap in hartree: 0.348
Highest occupied orbital energy in eV: -8.55
SMILES: C#C[C@H](C)NN=C
E_tot in a.u.: -304.66647